i) Here is H24HeO12 as an isolated structure from OMol25. Energies are from wB97M-V/def2-TZVPD.

Output
LUMO energy: -0.05 eV
total charge: 0
HOMO-LUMO gap: 11.1 eV

Each line ends with the Mulliken charge.
Element x y z (Å)
1 He 14.44 12.34 -8.99  0.019
2 O 17.78 11.82 -9.83  -0.709
3 H 17.69 12.17 -10.72  0.332
4 H 17.17 12.33 -9.31  0.317
5 O 12.71 13.89 -7.46  -0.718
6 H 12.18 14.34 -6.80  0.339
7 H 12.44 12.97 -7.39  0.385
8 O 15.49 9.58 -6.33  -0.693
9 H 16.01 9.60 -5.52  0.296
10 H 14.60 9.38 -6.04  0.292
11 O 16.67 15.84 -9.50  -0.595
12 H 16.40 15.49 -10.35  0.294
13 H 16.99 16.72 -9.69  0.301
14 O 10.45 11.54 -9.80  -0.672
15 H 10.81 12.29 -10.27  0.313
16 H 9.70 11.89 -9.32  0.303
17 O 15.72 12.61 -12.46  -0.607
18 H 14.89 12.43 -12.01  0.342
19 H 15.89 13.54 -12.29  0.310
20 O 11.90 15.91 -9.18  -0.641
21 H 11.04 16.11 -8.80  0.282
22 H 12.19 15.13 -8.71  0.418
23 O 16.41 9.45 -9.12  -0.764
24 H 16.16 9.66 -8.22  0.320
25 H 16.96 10.19 -9.39  0.449
26 O 13.69 9.69 -9.68  -0.694
27 H 13.33 8.81 -9.66  0.294
28 H 14.62 9.57 -9.49  0.418
29 O 13.18 11.25 -11.91  -0.648
30 H 12.68 12.06 -11.82  0.293
31 H 12.96 10.75 -11.12  0.338
32 O 16.02 12.41 -6.47  -0.622
33 H 15.26 12.99 -6.37  0.330
34 H 15.66 11.53 -6.31  0.362
35 O 12.28 11.12 -7.72  -0.720
36 H 11.57 11.35 -8.32  0.370
37 H 12.82 10.49 -8.21  0.367

ii) Here is H24HeO12 as an isolated structure from OMol25. Energies are from wB97M-V/def2-TZVPD.

Output
LUMO energy: -0.78 eV
total charge: 0
HOMO-LUMO gap: 9.3 eV

Each line ends with the Mulliken charge.
Element x y z (Å)
1 He -0.16 -0.11 -0.32  0.017
2 O 0.11 -0.48 3.83  -0.736
3 H 0.15 -1.22 3.23  0.498
4 H 0.96 -0.04 3.72  0.311
5 O -2.01 -0.05 2.28  -0.674
6 H -2.17 0.89 2.14  0.254
7 H -1.22 -0.07 2.82  0.383
8 O 3.94 1.66 -0.39  -0.682
9 H 4.46 2.42 -0.12  0.294
10 H 3.04 1.90 -0.17  0.370
11 O 1.46 2.88 0.63  -0.635
12 H 1.67 3.60 1.23  0.316
13 H 0.86 3.27 -0.01  0.285
14 O 1.33 -2.34 -0.63  -0.723
15 H 1.50 -3.25 -0.88  0.273
16 H 0.88 -1.97 -1.39  0.401
17 O -3.00 -1.82 0.68  -0.738
18 H -3.91 -1.81 0.98  0.297
19 H -2.57 -1.14 1.21  0.479
20 O -0.06 -1.31 -2.88  -0.724
21 H 0.12 -0.41 -3.15  0.326
22 H -0.98 -1.30 -2.61  0.418
23 O -2.68 -0.86 -1.81  -0.734
24 H -2.45 0.06 -1.66  0.325
25 H -2.79 -1.23 -0.93  0.435
26 O 0.01 1.55 -3.14  -0.629
27 H 0.96 1.53 -3.26  0.332
28 H -0.14 2.23 -2.48  0.264
29 O -2.72 1.91 -0.93  -0.613
30 H -3.00 2.55 -1.58  0.287
31 H -2.19 2.41 -0.31  0.274
32 O 3.52 -0.83 0.60  -0.670
33 H 3.76 0.01 0.19  0.415
34 H 2.90 -1.23 -0.02  0.336
35 O 0.37 -2.36 2.00  -0.726
36 H -0.53 -2.68 2.05  0.321
37 H 0.57 -2.34 1.07  0.376

Computed relative energies in units of kJ/mol: i) 27.2; ii) 0.0

i) Here is H24HeO12 as an isolated structure from OMol25. Energies are from wB97M-V/def2-TZVPD.

Output
LUMO energy: -1.14 eV
total charge: 0
HOMO-LUMO gap: 9.4 eV

Each line ends with the Mulliken charge.
Element x y z (Å)
1 He -0.15 -0.21 -0.42  0.017
2 O -2.40 0.76 3.58  -0.586
3 H -3.36 0.73 3.64  0.279
4 H -2.20 0.40 2.71  0.440
5 O 2.86 -1.96 -1.50  -0.647
6 H 2.06 -1.70 -1.95  0.381
7 H 3.49 -2.14 -2.20  0.306
8 O 1.55 1.86 -0.15  -0.659
9 H 1.46 1.91 -1.10  0.241
10 H 2.37 1.38 -0.01  0.363
11 O 3.92 0.27 0.06  -0.748
12 H 3.55 -0.27 -0.64  0.390
13 H 3.59 -0.13 0.87  0.378
14 O -0.01 -3.62 -0.82  -0.586
15 H -0.70 -3.51 -1.48  0.299
16 H 0.28 -2.73 -0.63  0.278
17 O 0.56 -1.72 -3.01  -0.638
18 H -0.33 -1.77 -2.66  0.338
19 H 0.55 -0.95 -3.58  0.268
20 O -1.85 -0.46 1.12  -0.682
21 H -2.54 -1.11 1.08  0.263
22 H -1.88 -0.02 0.27  0.357
23 O 2.95 -0.15 2.68  -0.672
24 H 3.32 0.33 3.42  0.308
25 H 2.05 0.16 2.62  0.437
26 O -1.94 -1.58 -1.92  -0.589
27 H -2.27 -0.97 -2.58  0.249
28 H -2.71 -1.78 -1.39  0.265
29 O -2.47 1.43 -0.84  -0.611
30 H -2.11 1.87 -1.61  0.281
31 H -3.41 1.34 -1.03  0.296
32 O -1.55 3.82 0.92  -0.606
33 H -1.74 2.95 0.57  0.333
34 H -1.92 4.42 0.27  0.288
35 O 0.52 1.03 2.24  -0.728
36 H -0.36 0.72 2.05  0.261
37 H 0.84 1.39 1.41  0.434

ii) Here is H24HeO12 as an isolated structure from OMol25. Energies are from wB97M-V/def2-TZVPD.

Output
LUMO energy: -0.72 eV
total charge: 0
HOMO-LUMO gap: 9.7 eV

Each line ends with the Mulliken charge.
Element x y z (Å)
1 He 0.07 -0.09 -0.29  0.015
2 O -2.25 -3.43 -0.20  -0.663
3 H -2.00 -3.04 -1.04  0.382
4 H -1.63 -3.06 0.43  0.446
5 O -0.66 1.91 -1.93  -0.571
6 H -1.38 1.91 -2.56  0.275
7 H -1.08 1.75 -1.08  0.291
8 O 2.61 1.48 -0.97  -0.558
9 H 2.25 0.78 -1.53  0.325
10 H 3.35 1.82 -1.47  0.269
11 O -2.28 1.56 0.51  -0.699
12 H -2.87 2.27 0.78  0.304
13 H -2.56 0.81 1.03  0.303
14 O -0.02 1.69 1.95  -0.689
15 H 0.05 2.58 2.30  0.272
16 H -0.84 1.70 1.45  0.408
17 O 2.03 -1.15 1.68  -0.690
18 H 1.98 -0.20 1.60  0.293
19 H 2.18 -1.31 2.62  0.331
20 O -0.03 0.25 4.32  -0.595
21 H -0.05 0.72 3.48  0.393
22 H -0.90 0.40 4.70  0.292
23 O 0.80 -3.67 -2.04  -0.619
24 H 0.03 -3.10 -2.02  0.324
25 H 0.44 -4.55 -2.12  0.321
26 O 2.23 3.76 0.93  -0.625
27 H 2.04 2.88 0.61  0.366
28 H 1.76 3.82 1.77  0.275
29 O 1.57 0.43 -3.46  -0.633
30 H 1.26 0.42 -4.37  0.277
31 H 0.96 1.01 -3.01  0.322
32 O -1.57 -1.91 -2.42  -0.637
33 H -1.15 -1.49 -3.17  0.276
34 H -2.31 -1.34 -2.21  0.254
35 O -0.75 -2.24 1.86  -0.665
36 H -1.36 -1.55 2.11  0.269
37 H 0.09 -1.79 1.76  0.362

Computed relative energies in units of kJ/mol: i) 12.2; ii) 0.0

i) Here is a 2-piece molecular cluster, CH7N2S overall from OMol25. Energies are from wB97M-V/def2-TZVPD.

Output
LUMO energy: 4.47 eV
total charge: -1
HOMO-LUMO gap: 7.3 eV

Each line ends with the Mulliken charge.
Element x y z (Å)
1 S 1.56 -0.69 -2.06  -0.868
2 H 1.44 0.38 -2.90  -0.047
3 N 0.68 -0.39 1.15  -0.631
4 C -0.52 0.48 0.99  -0.376
5 N -1.36 0.15 -0.15  -0.648
6 H 1.31 -0.28 0.34  0.209
7 H 0.36 -1.35 1.15  0.231
8 H -0.05 1.46 0.96  0.294
9 H -1.08 0.32 1.91  0.289
10 H -1.24 -0.80 -0.46  0.265
11 H -1.10 0.73 -0.94  0.282

ii) Here is a 2-piece molecular cluster, CH7N2S overall from OMol25. Energies are from wB97M-V/def2-TZVPD.

Output
LUMO energy: 4.43 eV
total charge: -1
HOMO-LUMO gap: 7.2 eV

Each line ends with the Mulliken charge.
Element x y z (Å)
1 S 2.43 -0.94 -1.58  -0.876
2 H 2.20 -2.09 -0.92  -0.076
3 N -0.47 -0.03 1.53  -0.652
4 C -1.02 0.03 0.18  -0.158
5 N -0.60 1.20 -0.62  -0.732
6 H -0.05 0.87 1.73  0.238
7 H 0.31 -0.68 1.50  0.310
8 H -2.11 0.07 0.18  0.196
9 H -0.77 -0.90 -0.34  0.223
10 H -0.15 0.84 -1.45  0.270
11 H 0.23 1.63 -0.19  0.258

Computed relative energies in units of kJ/mol: i) 0.0; ii) 12.1

i) Here is an isolated ion of composition C4H7ClN and charge +1 from OMol25. Energies are from wB97M-V/def2-TZVPD.

Output
LUMO energy: -3.39 eV
total charge: +1
HOMO-LUMO gap: 11.2 eV
structure (SMILES): C[NH+](C)C#CCl

Each line ends with the Mulliken charge.
Element x y z (Å)
1 C 0.52 -0.64 -1.16  -0.776
2 N -0.26 -0.57 0.13  0.085
3 C 0.66 -0.12 1.28  -0.770
4 C -1.22 0.41 -0.04  -0.525
5 C -1.68 1.50 -0.21  0.640
6 Cl -2.46 2.89 -0.56  -0.096
7 H -0.09 -0.68 -2.10  0.354
8 H 1.23 0.28 -1.18  0.343
9 H 1.13 -1.61 -1.15  0.363
10 H -0.63 -1.44 0.29  0.301
11 H 1.07 0.90 1.21  0.348
12 H 0.27 -0.09 2.35  0.326
13 H 1.45 -0.81 1.13  0.408

ii) Here is an isolated ion of composition C4H7ClN and charge +1 from OMol25. Energies are from wB97M-V/def2-TZVPD.

Output
LUMO energy: -6.16 eV
total charge: +1
HOMO-LUMO gap: 9.7 eV
structure (SMILES): CC=[N+]=C(C)Cl

Each line ends with the Mulliken charge.
Element x y z (Å)
1 C -1.65 1.42 0.29  -0.990
2 C -1.26 0.05 0.53  0.141
3 N -0.21 -0.48 -0.20  -0.163
4 C 0.42 -1.56 -0.24  0.437
5 C 1.87 -1.90 -0.01  -0.812
6 Cl -0.58 -2.96 -0.76  -0.066
7 H -2.52 1.52 0.91  0.332
8 H -2.02 1.61 -0.74  0.341
9 H -0.92 2.18 0.49  0.335
10 H -1.62 -0.51 1.30  0.499
11 H 2.42 -2.30 -0.93  0.327
12 H 1.75 -2.72 0.82  0.329
13 H 2.33 -1.07 0.60  0.289

Computed relative energies in units of kJ/mol: i) 145.7; ii) 0.0